# 1
Here is C28H23AuBrClF6IN3O3 as an isolated structure from OMol25. Energies are from wB97M-V/def2-TZVPD.

Atoms and positions in Å:
Au 0.0344 -0.4728 -0.1175
I 8.9434 1.2009 0.9311
C 6.9541 0.6767 0.6140
C 5.9665 1.2117 1.4292
C 4.6421 0.8685 1.2034
C 4.3082 -0.0199 0.1895
C 5.3077 -0.5577 -0.6093
C 6.6335 -0.2027 -0.4107
C 2.8797 -0.4148 -0.0404
O 2.5928 -1.5622 -0.3818
O 2.0220 0.5313 0.1388
H 6.2265 1.8976 2.2233
H 3.8565 1.3023 1.8074
H 5.0428 -1.2666 -1.3824
H 7.4090 -0.6123 -1.0425
C -3.9043 -1.9430 0.3902
C -2.5494 -2.5056 -0.0538
O -1.7468 -1.5493 -0.6049
C -2.8029 -3.5617 -1.1609
F -3.1210 -2.9444 -2.3139
F -1.7252 -4.3198 -1.4022
F -3.8245 -4.3905 -0.8760
C -1.8912 -3.2205 1.1494
F -1.9850 -2.4612 2.2623
F -0.5909 -3.4705 0.9558
F -2.4838 -4.3909 1.4438
H -4.4565 -1.6199 -0.4905
H -3.7174 -1.0738 1.0175
H -4.5053 -2.6661 0.9402
N 0.6597 -0.7600 6.1487
C 0.4729 -0.7073 4.8017
C 1.2999 -1.4175 3.9249
C 1.0875 -1.3198 2.5717
N 0.1154 -0.5661 2.0412
C -0.6796 0.1088 2.8724
C -0.5413 0.0760 4.2386
H 1.2811 -1.4454 6.5386
H -0.0279 -0.3673 6.7655
H 2.0986 -2.0450 4.2951
H 1.7043 -1.8641 1.8683
H -1.4731 0.6876 2.4186
H -1.2189 0.6432 4.8612
Cl 3.3417 5.4924 -1.8932
C 1.9988 4.4752 -1.4688
C 1.2003 3.9451 -2.4749
C 0.1412 3.1292 -2.1354
C -0.1472 2.8306 -0.7875
C -1.2049 1.9555 -0.4473
C 0.6835 3.3923 0.2034
C 1.7444 4.2059 -0.1291
H 1.4137 4.1784 -3.5088
H -0.4855 2.7119 -2.9141
H -1.8642 1.5780 -1.2163
H -1.5650 1.9086 0.5705
H 0.4979 3.1553 1.2432
H 2.3851 4.6250 0.6336
Br -1.7421 -1.6768 -5.6226
C -0.4502 -0.8739 -4.5096
C 0.6614 -0.2528 -5.0481
C 1.5728 0.3249 -4.1803
C 1.3405 0.2553 -2.8192
N 0.2658 -0.3587 -2.3199
C -0.6257 -0.9161 -3.1384
H 0.8078 -0.2214 -6.1192
H 2.4551 0.8291 -4.5475
H 2.0050 0.7106 -2.1002
H -1.4688 -1.3990 -2.6626

Results
energy relative to the best compared isomer or geometry (same formula, charge and spin)	32.8	kJ/mol
gap between HOMO and LUMO (spin up / spin down)	7.60 / 7.72	eV
E_HOMO (spin up / spin down)	-7.34 / -8.66	eV
multiplicity	3

***

# 2
Here is a 2-piece molecular cluster, C28H23BF6O2S overall in a non-equilibrium geometry from OMol25. Energies are from wB97M-V/def2-TZVPD.

Atoms and positions in Å:
C 4.2012 -3.3156 -2.3034
C 3.1998 -2.2358 -2.1380
C 2.6355 -1.4191 -3.1089
C 1.6181 -0.5651 -2.5905
C 1.3396 -0.8094 -1.2467
B 4.2206 2.9845 0.2764
C 0.1377 -0.5377 -0.5138
C -0.0822 -1.1298 0.7465
C -1.2832 -0.8984 1.4029
C -1.4855 -1.4310 2.7950
F -2.2534 -0.5781 3.5518
F -2.0917 -2.6531 2.8144
F -0.2888 -1.5644 3.4515
C -2.2844 -0.1244 0.8209
C -2.0393 0.5156 -0.3890
C -2.9997 1.5683 -0.8714
F -2.8724 2.7069 -0.1008
F -2.7661 1.9524 -2.1623
F -4.3002 1.1639 -0.7917
C -0.8648 0.2774 -1.0974
O 5.0729 2.7946 1.3501
C 5.9875 1.7622 0.8950
C 5.6916 1.5420 -0.5944
O 4.6943 2.5140 -0.9436
S 2.5373 -1.8883 -0.5798
H 4.2253 -3.6381 -3.3447
H 5.2016 -2.9940 -2.0008
H 3.9114 -4.1600 -1.6753
H 2.9342 -1.4659 -4.1558
H 1.0656 0.1748 -3.1652
H 0.6950 -1.7273 1.2254
H -3.2268 0.0213 1.3316
H -0.6856 0.7300 -2.0688
H 7.0172 2.1036 1.0559
H 5.7929 0.8554 1.4779
H 6.5823 1.7131 -1.2114
H 5.2950 0.5277 -0.7857
C 2.5715 3.0819 0.3502
C 1.8137 3.6905 -0.8110
C 2.5284 4.1892 -1.9147
C 1.9140 4.9707 -2.8914
C 0.5367 5.2098 -2.8448
C -0.1894 4.7234 -1.7540
C 0.4622 4.0710 -0.7103
C 1.8359 2.3556 1.4291
C 2.4697 2.1312 2.6718
C 1.7342 1.7876 3.8079
C 0.3417 1.6673 3.7374
C -0.2886 1.8584 2.5092
C 0.4700 2.0445 1.3582
H 2.9764 4.0223 0.8867
H 3.5934 3.9898 -2.0000
H 2.5292 5.3965 -3.6847
H 0.0429 5.7972 -3.6153
H -1.2624 4.8969 -1.6715
H -0.0937 3.9409 0.2206
H 3.5427 2.2750 2.7537
H 2.2448 1.6322 4.7644
H -0.2487 1.4340 4.6182
H -1.3798 1.8615 2.4447
H -0.0214 1.9897 0.3882

Results
energy relative to the best compared isomer or geometry (same formula, charge and spin)	120.0	kJ/mol
gap between HOMO and LUMO	7.69	eV
E_HOMO	-7.93	eV
multiplicity	1
SMILES	Cc1ccc(-c2cc(C(F)(F)F)cc(C(F)(F)F)c2)s1.c1ccc(C(B2OCCO2)c2ccccc2)cc1

***

# 3
Here is C28H23F3GeINO4PtS as an isolated structure in a non-equilibrium geometry from OMol25. Energies are from wB97M-V/def2-TZVPD.

Atoms and positions in Å:
Pt -1.4963 -1.3724 1.7712
S -2.4261 -3.2275 0.9073
F -4.0744 2.7943 1.3674
C -2.7446 2.6941 1.4825
F -2.3788 3.5188 2.4756
F -2.2224 3.1834 0.3480
C -2.2698 1.2317 1.7436
O -1.1144 1.0689 2.1334
O -3.1176 0.3416 1.5480
I 0.1443 -3.8270 7.0621
C -1.0259 -2.3739 6.0952
C -1.8003 -1.4917 6.8323
C -2.5698 -0.5691 6.1428
C -2.5302 -0.5623 4.7568
N -1.7709 -1.4071 4.0710
C -1.0304 -2.3018 4.7115
H -1.8036 -1.5262 7.9113
H -3.1932 0.1318 6.6748
H -3.1272 0.1326 4.1834
H -0.4275 -2.9653 4.1050
O 0.3940 -0.8461 0.4585
C 1.1298 -1.6780 1.0497
O 0.7036 -2.3047 2.0351
C 2.5258 -1.8809 0.5149
C 2.5657 -1.6325 -0.9862
Ge 1.2485 -0.2352 -1.6404
C 1.3820 1.5526 -0.7853
C 2.1818 1.7554 0.3276
C 2.2020 2.9814 0.9646
C 1.4255 4.0204 0.4836
C 0.6440 3.8348 -0.6435
C 0.6255 2.6054 -1.2773
C 1.9617 0.2027 -3.5061
C 1.1688 0.1098 -4.6341
C 1.6807 0.4591 -5.8744
C 2.9868 0.9024 -5.9842
C 3.7810 0.9999 -4.8546
C 3.2634 0.6574 -3.6171
C -0.6122 -0.8889 -1.9577
C -0.8613 -2.0911 -2.6018
C -2.1402 -2.6225 -2.6247
C -3.1786 -1.9589 -1.9941
C -2.9426 -0.7477 -1.3566
C -1.6635 -0.2162 -1.3459
H 2.8620 -2.8842 0.7821
H 3.1590 -1.1669 1.0477
H 2.3114 -2.5526 -1.5131
H 3.5729 -1.3547 -1.2940
H 2.7883 0.9458 0.7068
H 2.8204 3.1210 1.8396
H 1.4321 4.9755 0.9869
H 0.0407 4.6435 -1.0264
H 0.0178 2.4560 -2.1609
H 0.1480 -0.2357 -4.5471
H 1.0569 0.3851 -6.7542
H 3.3855 1.1788 -6.9497
H 4.8020 1.3456 -4.9356
H 3.8762 0.7530 -2.7310
H -0.0470 -2.6219 -3.0797
H -2.3258 -3.5630 -3.1216
H -4.1733 -2.3775 -1.9987
H -3.7523 -0.2262 -0.8672
H -1.4678 0.7294 -0.8591

Results
gap between HOMO and LUMO (spin up / spin down)	8.18 / 5.70	eV
E_HOMO (spin up / spin down)	-8.53 / -8.53	eV
multiplicity	5

***

For each record above, in turn, the calculated molecular weight values are 1002.73, 548.36, 921.15 g/mol.